Here is a molecular structure, H13NaO7 from the OMol25 dataset. Energies are from wB97M-V/def2-TZVPD.

Properties
- M (g mol⁻¹) = 148.087
- E_LUMO (eV) = -1.597
- multiplicity = 1
- energy above the lowest of the compared OMol25 structures with the same formula, charge and spin (eV) = 1.523

CARTESIAN COORDINATES (ANGSTROEM)
Na (0.7539, 2.5294, -0.0635)
O (0.0867, 0.1625, 0.3043)
H (0.6136, 0.5680, -0.3806)
O (-0.4459, -1.6253, -1.9359)
H (-0.0750, -1.1356, -1.1727)
H (-1.3086, -1.2251, -2.0727)
O (-2.7001, -0.3567, 0.5511)
H (-1.7475, -0.1327, 0.5195)
H (-3.0337, -0.1504, -0.3253)
O (0.3442, 0.5889, 3.0235)
H (0.2660, 0.4522, 2.0598)
H (0.0547, -0.2433, 3.4090)
O (3.1280, -0.1928, 0.1103)
H (2.2493, -0.5304, 0.3568)
H (3.1143, 0.7353, 0.3512)
O (-0.3865, 2.5408, -2.1569)
H (-0.8568, 3.2553, -2.6002)
H (-0.0727, 1.9585, -2.8605)
O (0.2713, -2.5603, 1.2088)
H (-0.4171, -3.0125, 0.7110)
H (0.1619, -1.6260, 0.9631)

Results of the natural (NBO) charge analysis, in e, for atoms 1 through 5: atom 1 (Na): 0.979, atom 2 (O): -1.299, atom 3 (H): 0.386, atom 4 (O): -0.966, atom 5 (H): 0.494

***

Here is CH2N2O3S in the gas phase from the OMol25 dataset. Energies are from wB97M-V/def2-TZVPD.

Properties
- M (g mol⁻¹) = 122.105
- E_LUMO (spin up / spin down) (eV) = -3.299 / -1.747
- multiplicity = 1
- energy above the lowest of the compared OMol25 structures with the same formula, charge and spin (eV) = 5.157

CARTESIAN COORDINATES (ANGSTROEM)
C (1.4691, 0.8542, 0.1071)
N (0.8628, 1.7762, 0.6335)
N (0.8428, -0.1504, -0.6465)
O (-2.9922, -0.1889, -0.3478)
O (-1.4658, -1.4430, 1.0789)
O (-0.4547, -0.1547, -0.8646)
S (-1.7608, -0.1939, 0.3700)
H (2.4633, 0.5876, 0.1492)
H (1.0355, -1.0870, -0.4798)

Results of the natural (NBO) charge analysis, in e, for atoms 1 through 5: atom 1 (C): 0.073, atom 2 (N): -0.174, atom 3 (N): -0.220, atom 4 (O): -0.833, atom 5 (O): -0.858

***

Here is 2 unconnected molecules or ions with the total composition C4H8O from the OMol25 dataset. Energies are from wB97M-V/def2-TZVPD.

Properties
- M (g mol⁻¹) = 72.107
- E_LUMO (eV) = -0.072
- multiplicity = 1
- energy above the lowest of the compared OMol25 structures with the same formula, charge and spin (eV) = 5.692

CARTESIAN COORDINATES (ANGSTROEM)
C (-1.0067, 0.9190, -0.1688)
C (-0.3175, -0.1476, 0.5471)
C (1.2126, 0.0322, 0.8255)
C (0.8199, -0.8685, -0.3195)
H (-1.0787, -1.0118, -1.7025)
H (-2.1679, 1.0326, 0.4366)
H (-0.5401, 2.0685, -0.1429)
H (-0.9985, -0.7128, 1.3273)
H (1.7684, 0.9772, 0.5283)
H (1.5429, -0.3489, 1.8078)
H (0.8457, -1.9477, -0.1494)
H (1.0090, -0.4575, -1.3988)
O (-1.0891, 0.4653, -1.5909)

Results of the natural (NBO) charge analysis, in e, for atoms 1 through 5: atom 1 (C): -0.081, atom 2 (C): -0.300, atom 3 (C): -0.416, atom 4 (C): -0.444, atom 5 (H): 0.436

***

Here is 2 unconnected molecules or ions with the total composition C6H9OPS from the OMol25 dataset. Energies are from wB97M-V/def2-TZVPD.

Properties
- M (g mol⁻¹) = 160.178
- E_LUMO (spin up / spin down) (eV) = -1.736 / -0.533
- multiplicity = 1
- energy above the lowest of the compared OMol25 structures with the same formula, charge and spin (eV) = 2.845

CARTESIAN COORDINATES (ANGSTROEM)
C (2.8070, -0.1416, 0.9382)
C (1.8597, -1.1469, 0.8385)
C (2.8104, 0.7229, -0.1332)
C (1.1578, -1.1869, -0.3634)
C (-2.2839, -0.0839, -1.3341)
C (-0.9712, 0.0173, 1.3492)
O (0.2655, -1.9032, -0.8315)
P (-2.1180, -0.9668, 0.2625)
S (1.9304, 0.1221, -1.4086)
H (3.4667, -0.0174, 1.8786)
H (1.6805, -1.9186, 1.6930)
H (3.4383, 1.5474, -0.3601)
H (-3.3504, 0.2015, -1.5399)
H (-2.0446, -0.8723, -2.0748)
H (-1.6178, 0.6970, -1.4037)
H (-0.9216, 0.9648, 0.9786)
H (0.1084, -0.4429, 1.0873)
H (-1.1682, 0.1330, 2.4201)

Results of the natural (NBO) charge analysis, in e, for atoms 1 through 5: atom 1 (C): -0.262, atom 2 (C): -0.332, atom 3 (C): -0.396, atom 4 (C): 0.275, atom 5 (C): -0.984